1.
Here is a 2-piece molecular cluster, CCl2NP overall at a distorted geometry from OMol25. Energies are from ωB97M-V with the def2-TZVPD basis set.

```
5
Properties=species:S:1:pos:R:3:forces:R:3
C 1.860 0.153 -0.081 -1.1404 -0.0369 0.0953
N 2.293 0.843 -0.887 0.7977 0.2198 -0.2855
P -2.616 -1.086 -0.318 -0.0800 -0.3783 -0.1538
Cl -2.381 0.762 0.383 -0.0011 0.4000 0.1313
Cl 0.844 -0.673 0.903 0.4237 -0.2045 0.2127
```
Forces are in eV/Å.

Summary:
**Total charge**: 0
**Relative energy (zero: lowest compared OMol25 entry of this formula, charge and spin)**: 298.9 kJ/mol
**HOMO (spin up / spin down)**: -8.6 / -8.6 eV
**DFT total energy**: -36857.912 eV
**Multiplicity**: 1
**Gap between HOMO and LUMO (spin up / spin down)**: 7.029 / 7.009 eV

***

2.
Here is a 2-piece molecular cluster, CClIN4 overall at a distorted geometry from OMol25. Energies are from ωB97M-V with the def2-TZVPD basis set.

```
7
Properties=species:S:1:pos:R:3:forces:R:3
C 0.057 -1.500 -0.614 0.2419 -0.8521 -0.6794
N 0.209 0.992 -0.129 0.3628 1.0197 -3.7192
N 1.147 -1.572 -0.974 -0.0605 -0.0328 0.2440
N 0.218 0.771 1.027 -0.4100 -1.5291 3.5886
N 0.224 0.207 2.010 0.1775 0.8185 0.2332
Cl -1.536 -1.590 -0.277 -0.1702 0.0749 0.1640
I -0.319 2.693 -1.043 -0.1415 0.5009 0.1687
```
Forces are in eV/Å.

Summary:
**Total charge**: 0
**Relative energy (zero: lowest compared OMol25 entry of this formula, charge and spin)**: 55.7 kJ/mol
**HOMO**: -9.6 eV
**DFT total energy**: -27616.354 eV
**Multiplicity**: 1
**Gap between HOMO and LUMO**: 8.487 eV

***

3.
Here is a 2-piece molecular cluster, CClNO3P overall at a distorted geometry from OMol25. Energies are from ωB97M-V with the def2-TZVPD basis set.

```
7
Properties=species:S:1:pos:R:3:forces:R:3
C -1.696 0.175 0.239 -0.4651 -0.7809 1.3447
N -2.030 0.977 -0.552 0.2695 0.2214 -0.4558
O 2.370 0.946 0.824 -1.2590 -1.5230 0.1023
O 1.591 0.427 -1.576 -0.7342 -1.2743 1.6029
O -1.450 -0.656 1.140 0.6080 0.5925 -0.9960
P 1.716 0.039 -0.148 2.0778 2.0292 -1.7161
Cl 1.990 -1.937 0.149 -0.4969 0.7352 0.1179
```
Forces are in eV/Å.

Summary:
**Total charge**: -1
**Relative energy (zero: lowest compared OMol25 entry of this formula, charge and spin)**: 289.1 kJ/mol
**HOMO**: -4.2 eV
**DFT total energy**: -30483.274 eV
**Multiplicity**: 1
**Gap between HOMO and LUMO**: 5.582 eV

***

4.
Here is a 2-piece molecular cluster, CClNS2 overall at a distorted geometry from OMol25. Energies are from ωB97M-V with the def2-TZVPD basis set.

```
5
Properties=species:S:1:pos:R:3:forces:R:3
C -1.008 -0.326 -0.080 0.1505 -0.2479 0.2355
N -0.937 0.816 -0.229 0.0595 1.8766 -0.3432
S -0.991 -1.897 0.228 0.7847 -1.2386 0.0535
S 2.736 -0.828 -0.184 -0.8027 0.8007 0.3574
Cl 2.473 1.107 0.210 -0.1919 -1.1907 -0.3032
```
Forces are in eV/Å.

Summary:
**Total charge**: 0
**Relative energy (zero: lowest compared OMol25 entry of this formula, charge and spin)**: 324.8 kJ/mol
**HOMO (spin up / spin down)**: -8.9 / -8.8 eV
**DFT total energy**: -36715.704 eV
**Multiplicity**: 1
**Gap between HOMO and LUMO (spin up / spin down)**: 4.167 / 4.141 eV

***

5.
Here is CDyLiO2 as an isolated structure at a distorted geometry from OMol25. Energies are from ωB97M-V with the def2-TZVPD basis set.

```
5
Properties=species:S:1:pos:R:3:forces:R:3
O -2.290 1.446 0.153 1.1605 -2.3425 0.0563
C -1.730 0.462 0.156 -0.8935 2.3057 -0.0914
O 0.999 -0.373 -0.043 0.8929 0.6953 -0.0317
Dy 3.479 0.004 -0.251 0.2960 0.1963 0.0028
Li -0.458 -1.540 -0.014 -1.4559 -0.8549 0.0640
```
Forces are in eV/Å.

Summary:
**Total charge**: +3
**HOMO (spin up / spin down)**: -25.9 / -24.9 eV
**DFT total energy**: -29382.519 eV
**Multiplicity**: 7
**Gap between HOMO and LUMO (spin up / spin down)**: 10.400 / 5.813 eV
**⟨S²⟩**: 12.804

***

6.
Here is one molecule with the formula CF2I2O2S at a distorted geometry from OMol25. Energies are from ωB97M-V with the def2-TZVPD basis set.

```
8
Properties=species:S:1:pos:R:3:forces:R:3
C -0.637 0.421 0.225 2.2551 -3.0514 0.5816
O 2.170 0.682 -0.506 1.0437 1.0886 -0.4345
O 0.682 -1.036 -1.646 1.0578 0.0784 0.1002
F -1.287 -0.772 0.432 0.1330 1.1990 -0.1834
F -0.274 0.891 1.404 -0.4213 0.5917 0.4338
S 1.218 -0.356 -0.495 -4.0681 0.3711 -0.7285
I -1.739 1.715 -0.953 0.1055 0.1602 -0.2743
I 2.068 -1.933 1.052 -0.1057 -0.4375 0.5049
```
Forces are in eV/Å.

Summary:
**Total charge**: 0
**Relative energy (zero: lowest compared OMol25 entry of this formula, charge and spin)**: 44.3 kJ/mol
**HOMO**: -10.2 eV
**DFT total energy**: -37601.425 eV
**SMILES**: O=S(=O)(I)C(F)(F)I
**Multiplicity**: 1
**Gap between HOMO and LUMO**: 8.524 eV